{"formula": "C36H92N2O20", "method": "wB97M-V/def2-TZVPD", "symbols": ["H", "H", "C", "H", "H", "H", "C", "H", "H", "C", "H", "C", "H", "O", "H", "H", "H", "H", "C", "O", "H", "H", "H", "H", "H", "H", "O", "H", "H", "O", "O", "H", "C", "C", "H", "H", "C", "H", "H", "O", "C", "O", "H", "O", "H", "H", "O", "H", "H", "O", "H", "C", "H", "H", "H", "H", "H", "H", "H", "H", "C", "H", "C", "C", "H", "H", "O", "H", "H", "C", "C", "C", "C", "H", "H", "H", "N", "H", "H", "C", "H", "H", "H", "C", "O", "C", "H", "H", "H", "O", "H", "C", "N", "H", "C", "H", "C", "H", "C", "O", "H", "H", "H", "H", "H", "H", "H", "C", "H", "C", "H", "H", "C", "H", "H", "H", "H", "H", "O", "H", "H", "O", "H", "H", "H", "O", "C", "O", "H", "H", "H", "H", "H", "H", "C", "O", "C", "C", "H", "C", "O", "H", "H", "C", "C", "C", "H", "C", "H", "H"], "coordinates": [[-7.01818, -0.89961, -29.46989], [-6.23064, -5.28086, -30.18027], [-10.12357, 3.19330, -28.34818], [-5.98060, -5.92810, -28.22646], [-5.79112, 4.81142, -23.48886], [-10.28575, -5.33033, -27.64474], [-7.51643, -1.48148, -28.69448], [-7.82964, 3.08910, -29.66760], [-3.87332, 3.47893, -24.69444], [-11.00844, 3.07545, -24.62017], [-5.52327, 5.46447, -30.35557], [-5.92044, 0.32925, -23.25506], [-2.70238, 8.78866, -23.95313], [-8.11377, -3.58016, -26.46864], [-6.38242, 2.79852, -26.22452], [-6.12333, 1.16241, -27.94415], [-6.31208, 6.24673, -27.94866], [-2.61487, 0.57906, -28.43663], [-5.38100, 9.83072, -24.54024], [-9.58923, 1.22156, -23.98771], [-5.12257, -2.45647, -28.84855], [-5.59712, -0.68890, -26.35218], [-7.27389, -3.85214, -26.09151], [-1.47529, 5.38257, -24.99342], [-6.46011, 9.92094, -24.66465], [-2.86016, -3.52189, -24.56004], [-5.97912, -4.41034, -24.62091], [-11.66276, 2.36797, -25.12951], [-4.25676, 1.11639, -22.56209], [-3.87331, 0.08963, -25.77060], [-7.53596, 5.25856, -30.12727], [-4.89864, 5.20968, -27.80026], [-4.63916, -4.63164, -24.45326], [-5.47651, 1.31871, -27.08084], [-5.91699, 3.93511, -29.91008], [-3.12591, 6.15913, -23.86393], [-6.20839, 4.95882, -29.67511], [-1.45836, 0.97552, -27.40312], [-9.95695, 4.24533, -26.74151], [-4.13940, 2.30039, -33.08576], [-7.18791, -4.86224, -30.49091], [-1.48191, -1.85323, -29.32397], [-7.44332, -0.15749, -22.01032], [-4.51835, 0.50383, -23.25343], [-6.63239, -5.73012, -26.58884], [-7.63137, 4.89468, -31.01049], [-4.48350, 1.68628, -30.46396], [-7.53100, 4.50524, -27.69001], [-7.76117, 8.40186, -25.00426], [-2.77822, 5.38539, -23.41446], [-5.99203, -1.14612, -21.62861], [-7.16472, -2.97772, -28.67470], [-2.93568, 9.87726, -22.72903], [-7.19313, -5.10934, -31.55252], [-8.36759, 6.85417, -25.23212], [-8.24328, 6.90570, -22.72272], [-4.00852, -1.55922, -23.46945], [-5.56442, 10.10010, -21.82773], [-7.06512, -7.10806, -27.56838], [-9.59194, -6.94855, -27.68651], [-9.61137, 2.42027, -24.72112], [-5.52597, -3.03040, -27.20651], [-7.41548, 7.37919, -25.15508], [-6.50372, 6.86414, -23.98411], [-6.85688, 7.42393, -26.08999], [-11.02649, 2.96265, -27.78280], [-4.28799, 7.05411, -25.11263], [-2.92580, 0.67444, -30.99211], [-6.32887, -4.03893, -23.80769], [-9.29776, 2.03486, -28.86552], [-3.92362, -3.29323, -24.49021], [-7.30281, -3.38433, -30.19420], [-6.53677, 5.28985, -24.12385], [-8.59223, -1.36111, -28.82200], [-11.71003, 4.70002, -24.91366], [-1.36397, -1.14607, -29.96243], [-5.08499, 7.40989, -23.98831], [-6.46833, -2.89057, -30.69215], [-3.68199, 2.11140, -30.15018], [-5.56594, 9.05217, -22.12764], [-4.28613, -0.35394, -31.02880], [-4.98731, 8.47474, -21.40662], [-5.27177, 10.87862, -24.26083], [-5.89135, 5.28555, -28.24396], [-2.43758, 2.91786, -25.88880], [-8.07587, -5.34601, -28.14327], [-10.51782, 3.67457, -29.24319], [-4.36144, 0.46067, -25.03191], [-8.23602, -6.70658, -29.79310], [-6.06969, 0.69158, -20.84516], [-10.02800, 1.44985, -29.42461], [-4.85443, -0.03024, -26.80240], [-8.01559, -3.90346, -27.85816], [-2.69574, 2.05769, -25.54959], [-1.57961, 0.29580, -28.24656], [-8.24330, -3.05292, -30.63436], [-6.36241, -0.14982, -21.87007], [-7.43774, 4.79597, -23.75992], [-5.72063, -3.16132, -28.27097], [-9.45169, 4.12225, -27.54845], [-6.34151, 4.95539, -25.14273], [-7.58543, 9.34850, -22.80241], [-7.51672, 8.89409, -21.19009], [-0.54496, -1.42060, -27.51261], [-6.72030, 6.45257, -21.92326], [-9.73235, 0.53091, -24.63894], [-9.22684, 2.22749, -25.72265], [-7.05791, 8.65351, -22.14911], [-2.99172, 0.69630, -33.26345], [-4.83060, 8.82657, -23.47344], [-9.26895, -5.37460, -29.98094], [-7.25013, -1.06707, -27.72214], [-8.26399, -5.62734, -29.64292], [-4.39304, -0.62036, -27.59421], [-4.95079, 2.62285, -32.68667], [0.02332, 0.44471, -29.17903], [-6.41290, 1.27719, -23.47188], [-3.04686, 8.12050, -22.35613], [-8.47843, 2.45305, -29.97763], [-8.83152, 3.09209, -24.36250], [-4.93990, 9.67004, -25.52397], [-6.61357, 4.29971, -27.49589], [-5.18276, 0.58048, -20.49499], [-9.23762, -5.79632, -26.36002], [-5.16036, -4.06144, -28.52389], [-6.25728, 1.86538, -26.03685], [-1.45006, -1.14266, -28.05264], [-10.89445, 4.31183, -25.23884], [-4.31325, -5.15157, -25.35412], [-4.38789, -5.19613, -23.55530], [-2.21437, -1.48727, -27.35610], [-6.20829, -0.33230, -24.07212], [-8.65446, 1.58308, -28.11044], [-1.44532, 3.95360, -23.84783], [-3.31389, 8.90969, -23.05898], [-0.85304, 0.73651, -29.44066], [-3.95463, 0.63356, -31.34979], [-3.97082, 0.92261, -32.84126], [-11.44121, 3.29282, -23.64366], [-7.18602, 7.14996, -22.61958], [-4.13713, -2.49826, -23.31697], [-4.03417, -2.72122, -25.41145], [-3.49921, 4.58979, -25.98795], [-2.05083, 4.67431, -24.39741], [-3.04856, 3.93730, -25.24011], [-9.38598, -5.90838, -27.43404], [-4.82143, 7.39538, -25.83414], [-6.87119, -6.03615, -27.60737], [-4.77170, 2.08449, -27.40473], [-4.74051, 0.30778, -33.30778]], "lowdin_charge": [0.0890, 0.0903, -0.2432, 0.0693, 0.0794, 0.0802, -0.0286, 0.0284, 0.1214, -0.2279, 0.1183, -0.2144, 0.0714, -0.0108, 0.0411, 0.0992, 0.1074, 0.0970, -0.0261, -0.0483, 0.0774, 0.1005, 0.0325, 0.1272, 0.0565, 0.1119, -0.0693, 0.1196, 0.1075, -0.0895, -0.0482, 0.1208, -0.2511, -0.2343, 0.1048, 0.0221, -0.2376, 0.1188, 0.0321, -0.0600, -0.1721, -0.0597, 0.1219, -0.0875, 0.0718, 0.0937, -0.0924, 0.0464, 0.0570, -0.0830, 0.1213, -0.4561, 0.0827, 0.1075, 0.0861, 0.1124, 0.0458, 0.1189, 0.0921, 0.0770, -0.2347, 0.0680, -0.0229, -0.4285, 0.0610, 0.1192, -0.0326, 0.0899, 0.1079, -0.1987, -0.2292, -0.1360, -0.0265, 0.0884, 0.1085, 0.0502, -0.0865, 0.1116, 0.0740, -0.1502, 0.1129, 0.1125, 0.0797, -0.1761, -0.0596, -0.5095, 0.1225, 0.0169, 0.1150, -0.0231, 0.1256, -0.2146, -0.0917, 0.0638, -0.2278, 0.1215, -0.2775, 0.0691, -0.0421, -0.0756, 0.0560, 0.0923, 0.1023, 0.1197, 0.1180, 0.0915, 0.1065, -0.1544, 0.1230, -0.4290, 0.1137, 0.0613, -0.1228, 0.1029, 0.0777, 0.0885, 0.1135, 0.0827, -0.0788, 0.1064, 0.0778, -0.1080, 0.0970, 0.0702, 0.0774, -0.0594, -0.2286, -0.0686, 0.1251, 0.1295, 0.1043, 0.1242, 0.1096, 0.1240, -0.0287, -0.0715, -0.1854, -0.2375, 0.1302, -0.1127, -0.0577, 0.0990, 0.1031, -0.2198, -0.2980, -0.0237, 0.0755, -0.0398, 0.1169, 0.1119], "homo_energy_ev": -7.851, "orbital_gap_ev": 8.117, "molar_mass_g_mol": 873.1, "lumo_ev": 0.265, "total_charge": 0, "de_lowest_ev": 2.738}

{"formula": "C4H6Cl2", "method": "wB97M-V/def2-TZVPD", "symbols": ["Cl", "H", "H", "C", "H", "C", "C", "Cl", "H", "H", "C", "H"], "coordinates": [[-2.21388, -0.02455, -0.62908], [-1.63206, -2.26746, 0.52316], [1.22878, 2.28091, -0.03140], [0.45290, 1.43783, 0.36873], [0.30582, -2.33180, 0.46111], [0.50923, 0.21582, -0.51566], [-0.64154, -0.56737, -0.12171], [2.06111, -0.57886, -0.57465], [0.39986, 0.55378, -1.59179], [-0.51496, 1.89467, 0.38088], [-0.70080, -1.80354, 0.37803], [0.74554, 1.19055, 1.35238]], "lowdin_charge": [0.6812, 0.0359, 0.1359, -0.1409, 0.0738, -0.8520, -0.7965, 0.6669, 0.1163, 0.0490, -0.0307, 0.0612], "homo_energy_ev": -9.632, "orbital_gap_ev": 10.419, "molar_mass_g_mol": 125.0, "lumo_ev": 0.788, "total_charge": 0, "de_lowest_ev": 0.737}

{"formula": "C3H3N3", "method": "wB97M-V/def2-TZVPD", "symbols": ["H", "N", "C", "H", "N", "C", "C", "N", "H"], "coordinates": [[-1.59841, -0.86932, 1.58203], [0.81428, 0.58578, -1.01438], [-0.87342, -0.47641, 0.95275], [0.51150, -1.10607, -1.97300], [-0.64019, -1.33469, -0.12110], [0.33555, -0.81532, -0.95325], [0.54603, 1.19017, 0.16113], [-0.11332, 0.65266, 1.20505], [1.01799, 2.17321, 0.16077]], "lowdin_charge": [0.0799, 0.0701, -0.1328, 0.0859, 0.0726, -0.1100, -0.2397, 0.0700, 0.1041], "homo_energy_ev": -10.357, "orbital_gap_ev": 9.943, "molar_mass_g_mol": 81.1, "lumo_ev": -0.414, "total_charge": 0, "de_lowest_ev": 1.472}

{"formula": "C2H2FNaO", "method": "wB97M-V/def2-TZVPD", "symbols": ["H", "C", "Na", "C", "O", "F", "H"], "coordinates": [[2.04860, 1.26842, -0.33973], [-0.25144, -0.31861, 0.21611], [3.05154, -0.46767, 0.38780], [-1.46952, -0.01858, -0.19335], [0.73641, -0.88696, 0.53051], [-2.07346, 1.10841, 0.23428], [-2.04212, -0.68502, -0.83561]], "lowdin_charge": [-0.1580, -0.1672, 0.3503, -0.1375, -0.0144, 0.0022, 0.1245], "homo_energy_ev": -6.640, "orbital_gap_ev": 6.144, "molar_mass_g_mol": 84.0, "lumo_ev": -0.496, "total_charge": 0, "de_lowest_ev": 3.786}

| no. | strongest force on any atom (eV Å⁻¹) |
| --- | --- |
| 1 | 3.55 |
| 2 | 4.51 |
| 3 | 5.43 |
| 4 | 1.87 |